1.
{
  "formula": "C21H26CoN6O2S5",
  "method": "ωB97M-V/def2-TZVPD",
  "species": ["Co", "C", "C", "S", "C", "C", "S", "C", "C", "S", "H", "H", "H", "H", "H", "H", "H", "H", "H", "H", "H", "H", "N", "C", "C", "C", "C", "C", "C", "S", "O", "O", "N", "C", "N", "C", "C", "C", "N", "H", "H", "H", "H", "H", "H", "H", "H", "H", "C", "C", "C", "C", "N", "C", "S", "N", "H", "H", "H", "H", "H"],
  "xyz": [[0.29, 1.17, -0.45], [0.68, 3.11, -3.07], [-0.80, 2.75, -3.06], [-1.43, 2.26, -1.43], [-1.42, 3.89, -0.59], [-0.82, 3.83, 0.81], [0.76, 2.95, 0.86], [1.83, 3.99, -0.20], [2.67, 3.14, -1.12], [1.70, 1.95, -2.10], [0.85, 4.11, -2.67], [1.06, 3.09, -4.09], [-0.98, 1.88, -3.68], [-1.40, 3.58, -3.43], [-2.45, 4.22, -0.53], [-0.88, 4.58, -1.22], [-1.43, 3.26, 1.50], [-0.67, 4.83, 1.21], [2.47, 4.57, 0.46], [1.21, 4.70, -0.75], [3.38, 2.52, -0.56], [3.26, 3.76, -1.81], [-3.80, -5.69, -1.54], [-2.94, -4.67, -1.84], [-1.56, -4.91, -1.93], [-0.69, -3.88, -2.22], [-1.19, -2.60, -2.42], [-2.55, -2.34, -2.34], [-3.42, -3.37, -2.05], [-0.09, -1.29, -2.75], [-0.80, -0.25, -3.46], [1.12, -1.81, -3.30], [0.24, -0.60, -1.29], [1.18, -1.08, -0.45], [1.59, -0.04, 0.31], [2.39, -0.26, 1.35], [2.90, -1.53, 1.55], [2.47, -2.53, 0.67], [1.60, -2.33, -0.31], [-3.47, -6.64, -1.55], [-4.79, -5.55, -1.63], [-1.18, -5.91, -1.78], [0.37, -4.06, -2.29], [-2.93, -1.34, -2.51], [-4.49, -3.18, -1.99], [2.64, 0.58, 1.98], [3.59, -1.74, 2.35], [2.83, -3.54, 0.79], [0.85, -2.10, 4.81], [0.37, -0.77, 4.31], [0.46, 0.38, 5.08], [0.03, 1.56, 4.51], [-0.48, 1.61, 3.27], [-0.55, 0.46, 2.61], [-1.28, 0.46, 1.00], [-0.12, -0.72, 3.07], [0.66, -2.21, 5.87], [1.92, -2.19, 4.65], [0.35, -2.90, 4.26], [0.84, 0.36, 6.09], [0.07, 2.50, 5.05]],
  "charge": 1,
  "relative_energy_kcal_mol": 0.0,
  "total_energy_ha": -4668.41239,
  "spin_multiplicity": 1,
  "mol_weight_g_mol": 613.75,
  "fmax_ev_per_a": 0.32
}

2.
{
  "formula": "C21H26FeN6O5",
  "method": "ωB97M-V/def2-TZVPD",
  "species": ["Fe", "C", "O", "C", "C", "C", "C", "C", "C", "N", "N", "C", "O", "C", "C", "C", "C", "C", "C", "C", "O", "H", "H", "H", "H", "H", "H", "H", "H", "H", "H", "H", "H", "N", "C", "C", "C", "C", "N", "C", "N", "N", "C", "O", "O", "H", "H", "H", "H", "H", "H", "H", "H", "H", "H", "H", "H", "H", "H"],
  "xyz": [[-1.76, 0.34, 0.33], [-1.99, 4.26, 1.16], [-2.29, 4.28, 2.55], [-1.98, 3.25, 3.37], [-1.83, 3.56, 4.70], [-1.53, 2.57, 5.65], [-1.36, 1.27, 5.26], [-1.50, 0.92, 3.91], [-1.26, -0.42, 3.51], [-1.09, -0.76, 2.27], [-0.71, -2.05, 2.00], [-0.89, -2.33, 0.76], [-1.52, -1.53, -0.07], [-0.35, -3.62, 0.24], [0.16, -4.58, 1.11], [0.72, -5.74, 0.60], [0.76, -5.95, -0.77], [0.24, -5.01, -1.64], [-0.32, -3.84, -1.13], [-1.87, 1.89, 2.95], [-2.15, 1.54, 1.71], [-2.25, 5.25, 0.80], [-2.56, 3.50, 0.62], [-0.92, 4.09, 1.01], [-1.95, 4.59, 4.99], [-1.39, 2.85, 6.69], [-1.10, 0.51, 5.99], [-1.17, -1.18, 4.28], [0.11, -4.40, 2.18], [1.13, -6.48, 1.28], [1.20, -6.86, -1.16], [0.25, -5.18, -2.70], [-0.74, -3.10, -1.79], [0.46, 0.79, 0.52], [0.90, 1.72, -0.51], [2.16, 1.30, -1.27], [2.28, -0.18, -1.62], [1.08, -0.78, -2.36], [0.55, 0.06, -3.45], [1.23, 0.52, -4.48], [0.76, 1.58, -5.13], [2.34, -0.10, -4.88], [-0.23, 1.99, -1.49], [-0.04, 2.76, -2.41], [-1.33, 1.33, -1.28], [0.68, 1.12, 1.46], [0.89, -0.13, 0.42], [1.10, 2.69, -0.05], [3.04, 1.56, -0.68], [2.20, 1.92, -2.17], [2.43, -0.79, -0.73], [3.19, -0.29, -2.21], [0.24, -0.92, -1.68], [1.34, -1.77, -2.74], [-0.31, 0.55, -3.24], [0.25, 2.26, -4.57], [1.26, 1.95, -5.93], [2.59, -1.01, -4.51], [2.84, 0.22, -5.69]],
  "s_squared": 0.950,
  "charge": 1,
  "relative_energy_kcal_mol": 57.2,
  "total_energy_ha": -2784.06150,
  "spin_multiplicity": 2,
  "mol_weight_g_mol": 498.32,
  "fmax_ev_per_a": 5.57
}

3.
{
  "formula": "C21H26N2O",
  "method": "ωB97M-V/def2-TZVPD",
  "species": ["C", "H", "C", "C", "N", "C", "H", "C", "C", "H", "H", "H", "H", "H", "H", "C", "C", "C", "C", "C", "C", "N", "C", "C", "C", "H", "H", "H", "H", "C", "C", "C", "C", "C", "C", "H", "H", "H", "H", "H", "O", "H", "H", "H", "H", "H", "H", "H", "H", "H"],
  "xyz": [[-5.31, -0.82, 1.14], [-5.65, 0.11, 0.75], [-3.95, -0.48, 1.87], [-2.98, 0.13, 1.07], [-2.62, -0.75, -0.25], [-2.21, 0.21, -1.10], [-2.99, 0.96, -1.10], [-2.01, -0.40, -2.62], [-0.59, -0.72, -2.93], [0.08, 0.13, -2.94], [-0.13, -1.14, -2.04], [-0.58, -1.19, -3.88], [-2.36, 0.04, -3.40], [-2.57, -1.24, -2.45], [-1.21, 0.77, -1.00], [-1.82, -1.71, 0.34], [-0.39, -1.40, 0.68], [0.58, -0.77, 0.98], [1.98, 0.06, 1.16], [3.05, -0.72, 0.76], [4.28, -0.15, 0.58], [5.32, -0.61, 0.39], [5.36, -1.81, -0.21], [4.12, -2.59, -0.17], [3.01, -1.88, -0.12], [2.15, -2.55, 0.08], [4.18, -3.83, -0.76], [6.34, -2.18, -0.64], [4.36, 0.83, 1.17], [1.77, 1.30, 0.66], [1.35, 2.54, 1.31], [1.13, 3.64, 0.64], [1.40, 3.87, -0.57], [1.72, 2.61, -1.38], [1.89, 1.43, -0.77], [2.25, 0.85, -1.34], [1.92, 2.86, -2.60], [1.22, 4.81, -0.78], [0.85, 4.55, 1.39], [1.05, 2.42, 2.51], [2.07, -0.06, 2.80], [2.69, 0.50, 3.10], [-2.30, -2.32, 1.04], [-1.71, -2.46, -0.64], [-2.27, 0.43, 1.67], [-3.29, 1.06, 0.77], [-4.28, -0.07, 2.81], [-3.60, -1.67, 2.31], [-6.07, -1.30, 1.51], [-5.22, -1.31, 0.21]],
  "relative_energy_kcal_mol": 413.2,
  "total_energy_ha": -999.93970,
  "spin_multiplicity": 1,
  "mol_weight_g_mol": 322.45,
  "fmax_ev_per_a": 16.07
}

4.
{
  "formula": "C21H26N2O2",
  "method": "ωB97M-V/def2-TZVPD",
  "species": ["C", "C", "C", "N", "C", "C", "C", "C", "O", "C", "C", "C", "C", "O", "N", "C", "C", "C", "C", "C", "C", "C", "C", "C", "C", "H", "H", "H", "H", "H", "H", "H", "H", "H", "H", "H", "H", "H", "H", "H", "H", "H", "H", "H", "H", "H", "H", "H", "H", "H", "H"],
  "xyz": [[2.11, 3.13, 0.08], [2.79, 2.27, -0.40], [3.59, 1.18, -0.93], [3.88, 0.16, 0.07], [5.20, 0.23, 0.68], [5.40, 1.54, 1.39], [6.43, 2.34, 1.17], [2.98, -0.73, 0.54], [3.27, -1.53, 1.40], [1.59, -0.70, -0.11], [1.61, -1.50, -1.44], [0.67, -2.70, -1.39], [-0.71, -2.25, -0.94], [-1.73, -2.47, -1.57], [-0.68, -1.56, 0.22], [-1.88, -0.96, 0.75], [-1.94, 0.54, 0.46], [-3.24, 1.16, 0.98], [-4.44, 0.61, 0.27], [-4.75, 1.03, -1.02], [-5.83, 0.50, -1.70], [-6.62, -0.46, -1.10], [-6.33, -0.89, 0.18], [-5.25, -0.36, 0.86], [0.59, -1.33, 0.87], [1.53, 3.91, 0.48], [3.08, 0.73, -1.79], [4.55, 1.59, -1.28], [5.97, 0.08, -0.08], [5.24, -0.59, 1.41], [4.63, 1.80, 2.10], [6.55, 3.27, 1.70], [7.21, 2.09, 0.46], [1.29, 0.33, -0.29], [2.62, -1.85, -1.66], [1.30, -0.85, -2.26], [1.05, -3.44, -0.68], [0.59, -3.16, -2.37], [-1.92, -1.14, 1.83], [-2.72, -1.46, 0.27], [-1.09, 1.05, 0.92], [-1.88, 0.69, -0.62], [-3.32, 0.97, 2.06], [-3.20, 2.24, 0.83], [-4.13, 1.78, -1.49], [-6.05, 0.84, -2.70], [-7.46, -0.88, -1.63], [-6.94, -1.64, 0.65], [-5.02, -0.70, 1.86], [0.44, -0.66, 1.72], [1.01, -2.27, 1.25]],
  "relative_energy_kcal_mol": 84.5,
  "total_energy_ha": -1075.75309,
  "smiles": "C#CCN(CC=C)C(=O)[C@H]1CCC(=O)N(CCCc2ccccc2)C1",
  "spin_multiplicity": 1,
  "mol_weight_g_mol": 338.45,
  "fmax_ev_per_a": 0.59
}